No. 1
A structure of composition C38H26AgBrN7. Source: OMol25; level of theory: wB97M-V/def2-TZVPD.

Calculated values
Energy relative to the best compared isomer or geometry (same formula, charge and spin), kcal/mol: 5.8
Net charge: -1
E_LUMO, eV: 2.6

Element x y z (Å)
Ag 1.21 0.96 -0.45
C 4.01 -1.14 2.37
C 3.31 -1.27 3.57
C 2.28 -0.38 3.84
C 1.96 0.61 2.89
N 2.66 0.75 1.77
C 3.65 -0.11 1.52
N 0.92 1.46 3.22
C 0.09 2.02 2.40
N -0.09 1.94 1.05
C -1.21 2.69 0.72
N -1.82 2.90 -0.39
C -1.37 2.48 -1.65
C -2.27 1.80 -2.48
C -1.86 1.43 -3.74
C -0.58 1.77 -4.17
C 0.22 2.48 -3.29
N -0.16 2.85 -2.07
C -1.77 3.30 1.96
C -2.87 4.12 2.17
C -3.12 4.52 3.47
C -2.30 4.11 4.52
C -1.20 3.29 4.30
C -0.96 2.90 2.99
H 4.81 -1.82 2.11
H 3.55 -2.05 4.27
H 1.71 -0.44 4.75
H 4.16 0.02 0.57
H -3.25 1.54 -2.10
H -2.53 0.87 -4.39
H -0.21 1.49 -5.14
H 1.23 2.76 -3.57
H -3.49 4.42 1.34
H -3.97 5.16 3.68
H -2.52 4.45 5.53
H -0.55 2.96 5.10
C 4.57 -0.37 -3.07
C 4.02 -1.40 -3.83
C 2.67 -1.67 -3.71
C 1.86 -0.93 -2.84
C 2.38 0.08 -2.02
C 3.75 0.34 -2.19
C 0.41 -1.27 -2.80
C -0.23 -1.90 -3.91
C -1.55 -2.24 -3.84
C -2.29 -1.94 -2.67
C -3.66 -2.22 -2.51
C -4.32 -1.84 -1.37
C -3.62 -1.15 -0.34
C -2.29 -0.87 -0.47
C -1.59 -1.28 -1.64
N -0.27 -0.97 -1.72
H 5.62 -0.13 -3.16
H 4.64 -1.99 -4.50
H 2.26 -2.49 -4.29
H 4.22 1.13 -1.60
H 0.32 -2.08 -4.82
H -2.05 -2.71 -4.68
H -4.19 -2.73 -3.30
H -5.37 -2.05 -1.25
H -4.16 -0.83 0.54
H -1.73 -0.32 0.27
Br 2.06 -3.28 -0.05
C 0.98 -2.93 1.48
C 0.98 -3.84 2.53
C 0.17 -3.55 3.62
C -0.57 -2.38 3.61
C -0.48 -1.54 2.51
N 0.28 -1.82 1.45
H 1.58 -4.73 2.48
H 0.13 -4.23 4.46
H -1.21 -2.11 4.45
H -1.03 -0.61 2.47



No. 2
A structure of composition C38H27BN13S7V in a non-equilibrium geometry. Source: OMol25; level of theory: wB97M-V/def2-TZVPD.

Calculated values
2S+1: 3
Energy relative to the best compared isomer or geometry (same formula, charge and spin), kcal/mol: 14.0
Net charge: 0
E_LUMO (alpha / beta), eV: -1.6 / -1.7

Element x y z (Å)
V 0.00 0.62 -0.88
C 3.82 -1.20 -1.06
C 2.50 -1.08 -1.46
N 1.88 -0.14 -0.74
N 2.80 0.37 0.12
C 3.97 -0.27 -0.05
B 2.40 1.54 1.07
N 1.19 1.06 1.91
C 0.94 0.95 3.23
C -0.31 0.37 3.40
C -0.77 0.15 2.11
N 0.12 0.56 1.20
N 1.91 2.71 0.12
C 2.22 4.02 0.09
C 1.64 4.58 -1.04
C 0.96 3.53 -1.65
N 1.12 2.40 -0.95
N 3.61 2.03 1.85
C 4.75 2.51 1.29
C 5.58 2.91 2.30
C 4.84 2.64 3.48
N 3.66 2.12 3.21
H 4.57 -1.89 -1.44
H 1.97 -1.63 -2.22
H 4.83 -0.03 0.57
H 1.67 1.29 3.94
H -0.80 0.12 4.33
H -1.70 -0.31 1.80
H 2.84 4.46 0.86
H 1.70 5.61 -1.36
H 0.38 3.52 -2.56
H 4.89 2.52 0.21
H 6.57 3.33 2.21
H 5.13 2.81 4.51
S -1.93 6.08 0.58
C -2.81 7.53 0.44
C -4.04 7.31 -0.10
C -4.26 5.93 -0.40
C -3.20 5.14 -0.08
C -3.08 3.68 -0.31
C -1.84 3.02 -0.22
N -1.67 1.75 -0.53
C -2.76 1.00 -0.84
C -4.04 1.55 -0.90
C -5.15 0.67 -1.16
C -4.98 -0.67 -1.24
C -3.67 -1.26 -1.11
C -3.43 -2.65 -1.11
C -2.16 -3.14 -0.98
C -1.11 -2.21 -0.87
N -1.31 -0.91 -0.86
C -2.58 -0.43 -0.97
C -1.83 -4.58 -0.96
C -0.75 -5.20 -1.50
C -0.75 -6.61 -1.30
C -1.84 -7.02 -0.59
S -2.85 -5.72 -0.17
C -4.16 2.92 -0.67
H -2.38 8.47 0.76
H -4.76 8.10 -0.29
H -5.18 5.56 -0.84
H -0.96 3.55 0.12
H -6.14 1.10 -1.25
H -5.83 -1.32 -1.40
H -4.26 -3.34 -1.22
H -0.08 -2.55 -0.73
H 0.03 -4.67 -2.05
H 0.02 -7.27 -1.67
H -2.09 -8.02 -0.27
H -5.15 3.37 -0.74
N 1.96 -0.13 -6.91
C 1.22 -0.17 -6.02
N 0.32 -0.27 -5.04
C 0.18 0.14 -3.89
N -0.03 0.50 -2.78
C 1.31 -4.96 4.22
S 0.21 -5.64 2.97
C 1.14 -5.38 1.51
C 1.48 -4.18 0.97
S 1.16 -2.58 1.54
S 2.30 -4.37 -0.57
C 2.16 -6.08 -0.80
S 2.60 -6.87 -2.19
S 1.51 -6.82 0.58
H 0.88 -5.23 5.19
H 1.37 -3.88 4.12
H 2.30 -5.40 4.13



No. 3
A structure of composition C38H27BrN2O17S. Source: OMol25; level of theory: wB97M-V/def2-TZVPD.

Calculated values
Net charge: 0
E_LUMO, eV: -1.8

Element x y z (Å)
O 1.01 -2.97 1.14
C 0.45 -3.32 -0.03
C 0.17 -2.31 -1.01
C -0.37 -2.59 -2.23
C -0.62 -1.54 -3.27
C 0.67 -0.92 -3.83
C 1.24 -1.68 -5.01
C 2.57 -2.10 -4.99
C 3.11 -2.78 -6.07
C 2.34 -3.05 -7.19
C 1.01 -2.65 -7.21
C 0.47 -1.97 -6.13
C -0.64 -3.96 -2.51
N -1.16 -4.44 -3.64
S -1.26 -6.02 -3.46
N -0.68 -6.20 -1.98
C -0.36 -4.98 -1.54
C 0.20 -4.64 -0.29
Br 0.59 -5.96 0.97
H 0.88 -2.02 1.28
H 0.39 -1.28 -0.77
H -1.18 -2.01 -4.08
H -1.27 -0.76 -2.85
H 1.43 -0.93 -3.05
H 0.52 0.12 -4.09
H 3.19 -1.90 -4.12
H 4.15 -3.09 -6.05
H 2.75 -3.57 -8.04
H 0.39 -2.85 -8.07
H -0.57 -1.66 -6.15
C 3.34 -1.13 2.68
C 4.40 -0.91 3.46
C 4.57 0.37 4.26
O 5.57 0.45 4.95
C 3.54 1.38 4.17
C 2.48 1.16 3.39
C 2.31 -0.12 2.60
O 1.29 -0.21 1.93
O 1.48 2.02 3.23
O 5.40 -1.76 3.60
H 3.21 -2.04 2.10
H 3.65 2.29 4.74
H 0.84 1.59 2.62
H 6.03 -1.34 4.23
C -1.45 -8.87 -6.83
C -0.47 -9.05 -5.93
C 0.96 -9.32 -6.34
O 1.77 -9.45 -5.43
C 1.28 -9.41 -7.75
C 0.30 -9.23 -8.64
C -1.13 -8.94 -8.24
O -1.93 -8.79 -9.14
O 0.48 -9.29 -9.95
O -0.65 -9.00 -4.62
H -2.47 -8.68 -6.55
H 2.30 -9.61 -8.03
H -0.40 -9.12 -10.35
H 0.23 -9.15 -4.21
C 0.46 4.58 5.01
C -0.69 5.27 5.13
C -1.05 6.01 6.40
O -2.12 6.59 6.38
C -0.14 5.98 7.52
C 1.01 5.30 7.39
C 1.38 4.56 6.12
O 2.45 3.98 6.12
O 1.92 5.20 8.35
O -1.60 5.37 4.17
H 0.72 4.04 4.11
H -0.41 6.51 8.42
H 2.64 4.65 7.98
H -2.31 5.96 4.51
C -4.89 8.44 5.75
C -5.56 9.48 6.27
C -5.62 10.83 5.60
O -6.27 11.69 6.16
C -4.91 11.01 4.35
C -4.24 9.98 3.83
C -4.20 8.62 4.49
O -3.57 7.75 3.92
O -3.56 10.03 2.69
O -6.23 9.43 7.42
H -4.84 7.47 6.23
H -4.94 11.98 3.88
H -3.18 9.14 2.56
H -6.61 10.32 7.55



No. 4
A structure of composition C38H28BF2GaN5O4Si. Source: OMol25; level of theory: wB97M-V/def2-TZVPD.

Calculated values
Energy relative to the best compared isomer or geometry (same formula, charge and spin), kcal/mol: 15.5
Net charge: -1
E_LUMO, eV: 2.3

Element x y z (Å)
Ga 0.73 -0.24 0.29
C -3.40 0.32 0.35
O -2.07 0.80 0.33
C -1.78 1.78 -0.57
C -2.67 2.29 -1.49
C -2.25 3.30 -2.35
C -0.96 3.79 -2.29
C -0.06 3.26 -1.37
C -0.45 2.25 -0.50
N 0.49 1.66 0.38
N 0.30 1.99 1.79
C 1.36 1.47 2.60
C 1.47 0.10 2.73
O 0.65 -0.74 2.08
C 2.52 -0.43 3.53
C 3.41 0.40 4.15
C 3.32 1.81 4.01
C 4.25 2.67 4.62
C 4.17 4.03 4.47
C 3.14 4.57 3.67
C 2.22 3.76 3.06
C 2.29 2.35 3.21
H -4.10 1.11 0.61
H -3.43 -0.46 1.11
H -3.68 -0.11 -0.62
H -3.68 1.91 -1.56
H -2.95 3.70 -3.08
H -0.64 4.57 -2.97
H 0.96 3.60 -1.31
H 2.60 -1.51 3.60
H 4.22 -0.02 4.74
H 5.05 2.24 5.22
H 4.89 4.68 4.94
H 3.07 5.65 3.54
H 1.44 4.18 2.44
O -0.21 -1.50 -0.80
N -1.16 -1.06 -1.58
C -1.71 -1.97 -2.32
C -2.78 -1.54 -3.18
N -3.64 -1.22 -3.87
C -1.35 -3.36 -2.29
N -1.05 -4.47 -2.29
F -1.83 3.18 1.80
B -0.78 2.62 2.42
F -0.77 2.76 3.76
O 2.40 -0.64 -0.31
Si 3.93 -1.08 -0.22
C 4.46 -1.81 -1.87
C 5.51 -2.73 -1.98
C 5.91 -3.22 -3.21
C 5.26 -2.81 -4.37
C 4.21 -1.91 -4.28
C 3.82 -1.42 -3.04
C 4.20 -2.42 1.08
C 3.42 -3.58 1.02
C 3.52 -4.57 1.98
C 4.42 -4.41 3.04
C 5.21 -3.27 3.11
C 5.09 -2.28 2.14
C 5.03 0.38 0.21
C 6.43 0.28 0.19
C 7.23 1.35 0.56
C 6.65 2.55 0.95
C 5.26 2.67 0.97
C 4.46 1.59 0.59
H 6.01 -3.08 -1.08
H 6.72 -3.94 -3.27
H 5.56 -3.20 -5.33
H 3.69 -1.59 -5.18
H 2.99 -0.72 -2.98
H 2.72 -3.71 0.20
H 2.90 -5.45 1.92
H 4.50 -5.18 3.80
H 5.90 -3.15 3.94
H 5.69 -1.38 2.23
H 6.90 -0.65 -0.12
H 8.31 1.25 0.54
H 7.27 3.38 1.25
H 4.80 3.60 1.28
H 3.38 1.70 0.59



No. 5
A structure of composition C38H28Br2FIrN7O4 in a non-equilibrium geometry. Source: OMol25; level of theory: wB97M-V/def2-TZVPD.

Calculated values
2S+1: 2
Energy relative to the best compared isomer or geometry (same formula, charge and spin), kcal/mol: 52.9
Net charge: +2
E_LUMO (alpha / beta), eV: -6.3 / -6.8

Element x y z (Å)
Ir -0.68 -0.51 1.18
N 2.34 -3.52 2.40
C 1.24 -2.94 1.95
N 0.87 -1.73 2.31
C 1.63 -1.01 3.19
N 1.23 0.16 3.56
N 0.13 0.59 2.92
C -0.64 1.46 3.42
C -1.77 1.87 2.63
C -2.66 2.85 3.03
C -3.73 3.17 2.22
C -3.87 2.51 1.01
C -2.95 1.53 0.67
N -1.92 1.22 1.46
C 2.87 -1.58 3.69
C 3.73 -0.89 4.54
C 4.92 -1.47 4.93
C 5.25 -2.76 4.50
C 4.39 -3.46 3.68
C 3.21 -2.86 3.27
H 2.58 -4.44 2.07
H 0.63 -3.48 1.24
H -0.49 1.84 4.43
H -2.50 3.35 3.98
H -4.45 3.92 2.52
H -4.69 2.73 0.33
H -3.03 0.99 -0.26
H 3.46 0.10 4.88
H 5.60 -0.93 5.57
H 6.18 -3.21 4.81
H 4.63 -4.47 3.36
C -1.86 -0.69 -2.02
C -2.75 -1.39 -1.04
C -3.89 -2.10 -1.50
C -4.72 -2.73 -0.62
C -4.45 -2.69 0.76
C -5.23 -3.27 1.78
Br -6.79 -4.23 1.36
C -4.85 -3.15 3.09
C -3.68 -2.44 3.43
Br -3.15 -2.28 5.23
C -2.89 -1.87 2.47
O -1.77 -1.20 2.73
C -3.29 -1.99 1.15
N -2.47 -1.37 0.25
H -2.41 -0.39 -2.91
H -1.06 -1.36 -2.31
H -1.40 0.19 -1.56
H -4.08 -2.13 -2.57
H -5.59 -3.27 -0.98
H -5.45 -3.59 3.87
C 1.58 0.61 -5.82
C 2.72 1.01 -4.88
C 3.33 2.36 -5.23
C 2.30 3.48 -5.10
C 1.58 3.40 -3.77
C 0.90 4.48 -3.28
C 0.28 4.43 -2.03
F -0.38 5.51 -1.60
C 0.35 3.33 -1.23
C 1.01 2.19 -1.72
C 1.03 0.99 -0.94
O 0.53 0.99 0.25
C 1.61 -0.14 -1.52
C 2.19 -0.06 -2.76
N 2.20 1.06 -3.48
C 1.61 2.21 -3.00
C 1.53 -1.42 -0.76
O 2.49 -2.14 -0.60
O 0.32 -1.66 -0.32
H 1.95 0.59 -6.84
H 0.75 1.31 -5.76
H 1.21 -0.38 -5.57
H 3.49 0.25 -4.91
H 3.72 2.31 -6.24
H 4.17 2.56 -4.56
H 1.57 3.42 -5.91
H 2.79 4.45 -5.18
H 0.83 5.40 -3.86
H -0.09 3.31 -0.25
H 2.68 -0.92 -3.20



No. 6
A structure of composition C38H28Cl2FIPSc. Source: OMol25; level of theory: wB97M-V/def2-TZVPD.

Calculated values
Energy relative to the best compared isomer or geometry (same formula, charge and spin), kcal/mol: 64.5
Net charge: 0
E_LUMO, eV: -0.1

Element x y z (Å)
Sc 1.71 1.07 2.20
I 1.16 -1.88 2.50
C 0.44 -2.31 0.57
C 1.06 -3.41 0.04
C 0.67 -3.92 -1.21
C -0.35 -3.32 -1.87
C -1.01 -2.19 -1.34
C -2.10 -1.66 -2.07
C -2.81 -0.60 -1.60
C -2.41 0.00 -0.40
C -1.33 -0.44 0.34
P -0.88 0.64 1.75
C -1.94 0.10 3.13
C -3.18 -0.52 2.96
C -3.94 -0.88 4.06
C -3.48 -0.63 5.34
C -2.24 -0.03 5.53
C -1.48 0.33 4.43
C -1.56 2.27 1.29
C -2.43 2.97 2.11
C -2.82 4.27 1.78
C -2.34 4.86 0.62
C -1.47 4.15 -0.21
C -1.08 2.87 0.12
C -0.62 -1.62 -0.09
H 1.87 -3.88 0.57
H 1.19 -4.77 -1.62
H -0.68 -3.69 -2.83
H -2.35 -2.12 -3.02
H -3.65 -0.20 -2.14
H -2.95 0.88 -0.06
H -3.54 -0.72 1.96
H -4.90 -1.36 3.91
H -4.08 -0.92 6.20
H -1.87 0.15 6.53
H -0.50 0.77 4.58
H -2.82 2.51 3.01
H -3.50 4.81 2.42
H -2.64 5.86 0.35
H -1.10 4.61 -1.12
H -0.37 2.33 -0.50
Cl 0.98 5.44 4.73
C 0.91 3.79 4.12
Cl 1.41 3.72 2.39
H -0.11 3.44 4.16
H 1.60 3.16 4.66
F 2.51 1.17 3.95
C 1.85 1.02 0.18
C 2.04 0.35 -0.87
C 2.25 -0.39 -1.99
C 1.58 0.05 -3.23
C 0.30 0.63 -3.17
C -0.34 1.09 -4.31
C 0.27 0.97 -5.55
C 1.53 0.41 -5.63
C 2.18 -0.04 -4.49
C 3.09 -1.59 -1.91
C 3.09 -2.59 -2.89
C 3.85 -3.74 -2.75
C 4.63 -3.95 -1.62
C 4.65 -2.96 -0.63
C 3.90 -1.81 -0.78
H -0.18 0.70 -2.20
H -1.33 1.52 -4.22
H -0.23 1.33 -6.44
H 2.03 0.33 -6.59
H 3.18 -0.45 -4.57
H 2.47 -2.48 -3.76
H 3.83 -4.49 -3.53
H 5.23 -4.85 -1.51
H 5.26 -3.09 0.25
H 3.93 -1.05 -0.01



Question: net charge of number 5 (C38H28Br2FIrN7O4)?
Answer: +2



Question: What is the formula in the fourth record?
Answer: C38H28BF2GaN5O4Si



Question: Among the records above, which one has the highest net charge?
Answer: C38H28Br2FIrN7O4



Question: net charge of number 3 (C38H27BrN2O17S)?
Answer: 0